No. 1
A 7-piece molecular cluster, C27H51N6O2S overall in a non-equilibrium geometry, computed with ωB97M-V/def2-TZVPD.

The net charge is +1. As for the largest force on an atom: 3.142 eV Å⁻¹. The value obtained for the LUMO energy is -4.44 eV. The calculation puts the highest occupied orbital energy at -13.1 eV. For the total energy, the calculation gives -1936.143141 Eh.

Geometry as XYZ:
```
87
C27H51N6O2S ωB97M-V/def2-TZVPD
C -2.465 -2.323 -2.612
H -4.735 6.628 5.456
C 1.171 2.501 -0.199
C -3.775 6.110 5.425
C 3.897 -0.477 0.713
H 3.274 -4.855 -7.738
H -0.499 1.574 3.852
H 1.093 0.376 -0.665
H 1.010 -3.927 -7.213
H 4.379 -2.573 0.871
H 1.659 2.366 0.773
H 2.975 -3.348 -8.603
S 0.790 -0.629 1.129
H -0.771 1.842 0.533
C 4.322 -3.197 -7.014
H 2.183 -5.199 -5.390
C -2.489 1.306 4.693
H 0.562 -4.918 0.911
H -1.194 -3.377 0.031
H 1.300 0.439 0.446
C 3.116 -3.783 -7.614
H 3.821 -0.938 2.769
H 0.438 -7.348 0.418
H 3.021 0.546 2.431
H -3.509 8.668 6.535
C -0.330 2.716 0.046
C -2.718 -1.763 -3.948
H 1.741 -2.438 -6.639
H -0.461 3.570 0.711
H 5.099 0.709 -0.211
H -3.664 -1.221 -3.928
C -2.628 7.118 5.295
H -0.603 0.982 -3.686
H -0.822 -7.062 -0.783
H -1.419 0.219 3.170
H -1.767 8.823 6.306
C 1.496 1.306 -1.085
N -2.269 -2.736 -1.567
H -1.679 6.583 5.234
H 5.696 -1.425 1.323
C -2.576 8.108 6.453
H 1.143 -3.930 -4.746
O 4.559 0.756 0.583
H 5.286 -1.661 -0.366
H 0.818 -6.455 -1.046
H -2.280 1.859 5.609
H 2.576 1.190 -1.190
N -3.502 4.673 7.584
C -3.192 2.191 3.665
C -1.567 -0.833 -4.345
C -1.197 0.767 4.091
H -2.320 0.930 -3.321
C -1.414 0.330 -3.374
C -3.622 5.309 6.646
C -0.326 -5.327 0.422
H -2.815 -2.583 -4.659
H -1.831 -4.660 -0.993
H 0.712 -1.547 0.117
H 1.086 1.427 -2.081
N -1.724 3.159 -2.114
O 1.957 -1.246 2.057
C 2.035 -4.118 -5.334
H -1.745 -0.448 -5.351
C 3.182 -0.454 2.047
H 1.597 3.400 -0.644
N 0.822 -3.597 -2.341
H 3.223 -0.604 -0.144
C -1.077 2.960 -1.197
H -3.400 1.605 2.768
N -1.629 4.154 2.980
H -4.140 2.579 4.038
C -2.331 3.318 3.291
H 2.878 -3.686 -4.793
H -0.636 -1.403 -4.382
H -1.183 -0.032 -2.370
C 0.047 -3.917 -1.568
H -1.052 -5.545 1.206
H -3.146 0.479 4.966
H -0.692 0.091 4.781
H -2.396 7.603 7.403
N 5.250 -2.728 -6.547
C 4.885 -1.646 0.640
C 1.896 -3.515 -6.727
C -0.925 -4.278 -0.523
H -2.749 7.665 4.358
C 0.047 -6.621 -0.292
H -3.777 5.436 4.569
```


No. 2
One molecule with the formula C4H6O2S2 in a non-equilibrium geometry, computed with ωB97M-V/def2-TZVPD.

Its energy relative to the best compared isomer or geometry (same formula, charge and spin) is 2.9358 eV. The net charge is 0. As for the largest force on an atom: 4.887 eV Å⁻¹. The value obtained for the LUMO energy is -1.66 eV. The calculation puts the highest occupied orbital energy at -8.9 eV. Its SMILES is CSCC(=S)C(=O)O. For the total energy, the calculation gives -1102.790049 Eh.

Geometry as XYZ:
```
14
C4H6O2S2 ωB97M-V/def2-TZVPD
H 3.457 0.558 -0.560
S 2.486 -1.607 -0.373
H -2.768 0.551 -1.552
O 0.616 1.644 0.085
O 2.688 1.294 -0.546
C -0.145 -0.991 0.834
C 1.501 0.812 -0.148
H -1.813 1.236 -0.112
S -1.184 -0.951 -0.657
H -3.232 -0.083 0.477
H -0.103 -2.042 1.308
H -0.306 -0.106 1.529
C -2.448 0.262 -0.369
C 1.250 -0.578 0.084
```


No. 3
C38H34N3O3S3SrTe as an isolated structure in a non-equilibrium geometry, computed with ωB97M-V/def2-TZVPD.

Its energy relative to the best compared isomer or geometry (same formula, charge and spin) is 0.4391 eV. The net charge is -1. As for the largest force on an atom: 4.327 eV Å⁻¹. The value obtained for the LUMO energy is 2.03 eV. The calculation puts the highest occupied orbital energy at -3.9 eV. For the total energy, the calculation gives -3351.841904 Eh.

Geometry as XYZ:
```
83
C38H34N3O3S3SrTe ωB97M-V/def2-TZVPD
H 5.178 5.026 -2.731
H -2.825 -4.394 -2.997
N 0.502 -1.214 -0.396
C 1.337 4.635 0.852
C 1.450 5.767 -3.353
C 2.314 3.718 1.226
H -9.042 1.303 0.729
H 3.514 4.221 -1.145
H -3.750 -0.076 -0.240
C -2.138 -3.759 -2.456
C -4.984 1.801 1.791
C -6.364 1.818 1.893
C 3.110 -0.904 -2.820
C 3.822 0.801 -1.307
H -9.126 3.012 0.318
C -1.947 -2.220 2.310
S 2.384 1.650 -1.613
H 2.092 6.751 -5.148
H 2.551 2.869 0.596
Te 0.293 4.350 -0.959
C 3.737 -2.256 2.096
C 2.757 5.008 3.207
S 5.068 1.396 -0.322
C 1.770 5.916 2.837
C 1.861 -0.845 1.550
C -1.919 -2.442 -2.846
H 2.175 -3.320 -0.723
H -1.373 -2.800 3.023
H -2.438 -2.035 -3.707
C 1.541 -1.614 0.418
C -7.157 2.328 0.869
C -3.254 -0.687 0.501
N -1.660 -0.928 2.252
H 4.490 6.260 -4.764
H 3.144 -0.526 3.224
C 3.029 3.916 2.405
H -1.594 -5.256 -1.021
S -2.632 2.330 0.555
H 3.802 3.205 2.668
C -1.430 -4.237 -1.354
O -2.318 2.093 -0.906
H -4.277 -2.470 -0.105
C 2.933 -1.157 2.369
C -4.387 2.303 0.642
N -1.963 1.244 1.477
H -7.134 3.250 -1.064
H 4.068 -3.873 0.727
H 0.297 6.446 1.370
H 0.405 6.001 -3.521
H -0.855 -0.621 -2.509
H -4.670 3.219 -1.275
Sr -0.293 1.210 -0.251
C -5.151 2.828 -0.389
O -2.171 3.605 1.044
C -0.292 -2.104 -1.034
H 1.554 6.770 3.467
C 3.441 -3.026 0.977
H -0.036 -3.844 0.216
C -1.019 -1.643 -2.167
C 1.062 5.737 1.659
C -3.557 -2.040 0.580
H 3.497 -1.891 -3.068
H 4.587 -2.492 2.720
H -8.971 2.511 2.007
C 3.187 4.786 -2.005
O 4.086 -0.342 -1.943
C 4.134 5.239 -2.913
C -2.912 -2.822 1.514
C -0.539 -3.445 -0.655
C 3.745 5.933 -4.050
H 2.137 -0.985 -2.330
C 1.839 5.046 -2.229
C 2.403 6.201 -4.269
H 3.017 -0.296 -3.721
H -3.103 -3.883 1.598
C -8.656 2.291 0.987
H -4.371 1.402 2.587
H 3.317 5.160 4.121
H 1.256 0.023 1.818
C -6.531 2.839 -0.263
H -6.836 1.422 2.785
C -2.320 -0.174 1.390
C 2.367 -2.718 0.158
```


No. 4
A 6-piece molecular cluster, C12H37O6 overall in a non-equilibrium geometry, computed with ωB97M-V/def2-TZVPD.

Its energy relative to the best compared isomer or geometry (same formula, charge and spin) is 1.7658 eV. The net charge is +1. As for the largest force on an atom: 3.173 eV Å⁻¹. The value obtained for the LUMO energy is -2.34 eV. The calculation puts the highest occupied orbital energy at -13.1 eV. For the total energy, the calculation gives -930.546487 Eh.

Geometry as XYZ:
```
55
C12H37O6 ωB97M-V/def2-TZVPD
H -2.119 -0.196 -2.917
H 0.699 -0.776 -0.254
H -3.825 0.522 -1.640
H 1.545 2.089 1.016
H -0.099 3.544 -0.796
H 2.314 -1.315 2.225
H -3.259 -1.578 3.394
H -1.694 3.887 0.949
H 1.778 -4.035 2.555
H 0.433 5.363 0.842
H -5.381 -0.973 -2.500
H -0.724 2.993 2.107
H 3.883 1.432 -2.383
H 2.187 1.443 -4.406
C 1.968 1.355 -3.342
H -3.464 -0.818 -0.568
H -0.489 -0.203 -1.135
H 2.754 0.432 -1.454
C -1.117 -1.118 2.997
C -0.975 3.074 1.049
H 1.719 2.352 -2.980
H 0.545 -2.972 1.868
H -3.971 -1.255 -3.636
H 1.835 4.792 0.100
H -4.266 -2.332 -2.333
H 3.875 -2.089 1.947
H -1.426 2.130 0.745
H 1.554 4.289 1.746
C -2.525 -1.454 2.597
H -0.580 -1.155 2.049
H 0.148 0.965 -3.926
O 1.629 -2.305 -0.266
C -3.421 -0.490 -1.606
C 2.309 -2.919 0.780
O 1.094 2.214 0.178
H 1.114 -2.948 -0.758
O -0.896 0.128 3.609
H 0.824 -4.560 1.113
O 0.076 -0.055 -0.373
H -1.337 0.167 4.461
H 0.558 0.773 -0.440
H -0.656 -1.960 3.513
O -2.122 -0.580 -2.037
C 1.297 -3.723 1.628
O 0.793 0.634 -3.297
H -2.853 -0.848 1.753
H 3.415 -0.245 -2.849
C 3.068 0.712 -2.459
C 2.953 -1.766 1.465
C -4.341 -1.281 -2.612
C 1.057 4.471 0.793
H 3.267 -1.069 0.688
C 0.276 3.316 0.202
H -2.511 -2.468 2.197
H 3.080 -3.591 0.403
```


No. 5
One molecule with the formula C6H11N in a non-equilibrium geometry, computed with ωB97M-V/def2-TZVPD.

Its energy relative to the best compared isomer or geometry (same formula, charge and spin) is 7.1360 eV. The net charge is 0. As for the largest force on an atom: 3.437 eV Å⁻¹. The value obtained for the LUMO energy is -1.63 eV. The calculation puts the highest occupied orbital energy at -6.0 eV. For the total energy, the calculation gives -289.709440 Eh.

Geometry as XYZ:
```
18
C6H11N ωB97M-V/def2-TZVPD
C 0.771 0.507 -0.641
H 1.378 -1.576 3.475
C -1.926 1.414 -1.510
C 0.088 0.274 -1.955
H -0.277 -1.322 3.034
C 0.737 -1.535 2.669
H 0.770 -2.565 2.190
C 0.609 -0.425 0.354
H 0.438 1.035 -2.727
H -1.578 0.805 -0.621
H -2.998 1.593 -1.616
N -1.391 0.168 -1.958
H -1.366 2.368 -1.629
H 1.902 0.265 1.907
H 1.369 1.419 -0.387
H -0.173 -1.194 0.084
C 1.204 -0.529 1.641
H 0.444 -0.702 -2.311
```


No. 6
C14H33AlN3O5 as an isolated structure, computed with ωB97M-V/def2-TZVPD.

The net charge is -1. As for the largest force on an atom: 0.971 eV Å⁻¹. The value obtained for the LUMO energy is 2.11 eV. The calculation puts the highest occupied orbital energy at -4.8 eV. For the total energy, the calculation gives -1336.181787 Eh.

Geometry as XYZ:
```
56
C14H33AlN3O5 ωB97M-V/def2-TZVPD
H 0.972 2.826 -1.474
H 0.742 1.187 -5.605
C -2.291 -1.634 -5.048
H -1.612 1.187 1.425
Al -0.310 4.793 -2.694
H 3.458 -2.721 8.183
H -1.987 -2.136 -3.094
H 3.161 -4.472 8.169
C -1.164 2.437 -1.172
C 1.245 -2.036 7.153
C 3.042 -3.549 7.601
H 0.057 2.273 -2.916
H -2.607 0.430 -5.698
C 2.980 -1.131 5.486
N 1.050 -2.381 4.693
H 0.047 -2.515 4.785
H 3.427 -0.620 6.341
O 1.808 -0.204 0.857
C -1.992 6.527 -1.543
H 0.163 -2.047 7.306
H -1.995 0.476 -0.776
H -2.695 0.161 -3.958
H 3.056 -0.471 4.623
C -1.831 -2.149 -6.409
H -2.029 2.449 -1.837
C -0.025 0.440 -5.804
C -1.038 0.994 -0.638
C 0.030 2.904 -2.023
H 0.077 1.629 1.111
H 1.061 -1.342 2.342
C -2.147 -0.117 -4.863
H -3.360 -1.854 -4.962
H -0.747 -2.231 -6.468
C -0.726 0.944 0.841
C 0.900 -0.657 1.501
H 0.476 -0.509 -6.014
O 1.660 -3.372 7.364
H 3.575 -2.015 5.264
O -1.930 7.580 -1.003
N -2.033 5.449 -2.068
O -0.831 0.339 -4.647
H -1.356 3.150 -0.366
H 3.601 -3.655 6.669
H -2.238 -3.145 -6.588
H -2.171 -1.496 -7.216
H -0.300 0.427 -1.204
H 0.860 5.788 -2.167
H -0.375 4.865 -4.316
H 1.443 -3.302 4.873
N -1.595 -2.385 -3.998
H -0.607 0.754 -6.676
H -0.639 -2.039 -3.956
H 1.674 -1.381 7.924
H 0.943 -0.550 5.671
C 1.517 -1.478 5.749
O -0.397 -0.413 1.271
```


- Which formula does entry 2 have?
  C4H6O2S2


- What is the net charge in the second record?
  0


- Which value of LUMO does entry 4 give?
  -2.34 eV


- What is the largest force on an atom in the fourth record?
  3.173 eV Å⁻¹